No. 1
{
  "formula": "C14H21BI2Lu2O6S",
  "method": "the ωB97M-V functional and the def2-TZVPD basis",
  "energy_ev": -122053.285,
  "total_charge": 4,
  "lumo_energy_ev": [-16.17, -16.17],
  "homo_lumo_gap_ev": [5.313, 5.321],
  "symbols": ["I", "I", "Lu", "Lu", "S", "C", "C", "C", "C", "C", "C", "C", "C", "O", "O", "O", "O", "H", "H", "H", "H", "H", "H", "H", "H", "H", "C", "C", "C", "O", "B", "O", "C", "C", "C", "H", "H", "H", "H", "H", "H", "H", "H", "H", "H", "H", "H"],
  "xyz": [[4.086, -1.164, -0.809], [3.227, 1.534, -0.009], [-1.372, 1.843, -1.283], [1.138, -0.468, -0.692], [0.532, 0.876, -2.864], [-1.376, -0.616, -0.974], [-1.836, -0.480, 0.457], [-0.248, 0.344, -4.506], [0.474, 1.204, -5.553], [-1.750, 0.602, -4.445], [0.026, -1.134, -4.738], [-2.180, 2.162, 0.953], [-3.447, 1.372, -1.391], [-3.051, -0.581, 0.711], [-1.881, -1.470, -1.694], [-2.740, 2.411, 1.936], [-4.553, 1.036, -1.459], [0.089, 0.958, -6.555], [1.557, 0.994, -5.516], [0.313, 2.270, -5.345], [-2.172, 0.383, -5.435], [-1.969, 1.654, -4.217], [-2.245, -0.046, -3.704], [-0.324, -1.426, -5.738], [-0.481, -1.772, -4.008], [1.095, -1.349, -4.694], [2.665, -0.478, 2.792], [1.221, -0.907, 2.758], [1.094, -2.365, 3.089], [0.671, -0.695, 1.374], [-0.720, -0.345, 1.560], [-1.002, -0.017, 2.847], [0.251, 0.012, 3.580], [-0.078, -0.437, 4.983], [0.691, 1.481, 3.644], [3.271, -1.129, 2.157], [3.041, -0.524, 3.824], [2.844, 0.548, 2.414], [1.657, -2.961, 2.373], [1.523, -2.542, 4.078], [0.060, -2.696, 3.088], [0.818, -0.396, 5.618], [-0.821, 0.258, 5.385], [-0.467, -1.458, 4.955], [0.991, 1.870, 2.657], [-0.153, 2.064, 4.047], [1.531, 1.580, 4.348]],
  "forces_ev_per_angstrom": [[-0.4, 1.6, 0.3], [0.9, -1.2, -1.0], [4.5, 0.8, -2.5], [1.4, -0.6, -1.4], [0.2, 0.9, 1.5], [-2.5, -1.6, 0.3], [-3.2, -2.2, 0.5], [-0.4, -0.4, -1.4], [0.2, 0.1, 0.5], [0.2, 0.0, 0.5], [0.3, -0.3, 0.4], [-3.0, 1.9, 5.8], [-10.0, -2.8, -0.9], [2.7, 1.1, -0.4], [1.8, 1.8, 0.5], [2.7, -1.2, -4.7], [5.4, 1.8, 0.3], [0.1, 0.1, 0.3], [-0.5, 0.1, -0.2], [0.1, -0.2, -0.3], [-0.1, 0.1, 0.3], [-0.1, 0.3, -0.2], [0.1, -0.1, -0.3], [0.0, 0.2, 0.2], [-0.1, 0.1, -0.1], [0.0, 0.0, -0.1], [0.4, 0.8, -0.3], [0.4, 0.4, 1.9], [-0.1, -0.2, -0.3], [-1.7, 0.3, -1.5], [0.4, 0.5, 3.4], [0.2, -0.5, -2.9], [0.7, 0.8, 0.9], [0.3, -0.5, 0.1], [-0.1, -0.2, 0.1], [0.0, -0.2, 0.4], [-0.1, -0.1, -0.3], [-0.4, -0.7, 0.7], [0.1, -0.1, 0.0], [-0.1, 0.0, -0.1], [-0.2, -0.1, 0.1], [-0.3, -0.1, -0.1], [0.1, -0.3, 0.1], [-0.1, 0.2, 0.3], [-0.1, 0.1, 0.2], [0.4, -0.1, -0.2], [-0.3, 0.1, -0.4]]
}

No. 2
{
  "formula": "C3H6O2S",
  "method": "the ωB97M-V functional and the def2-TZVPD basis",
  "energy_ev": -18137.827,
  "lumo_energy_ev": 0.86,
  "e_above_lowest_kj_mol": 108.1,
  "smiles": "CSCOC=O",
  "homo_lumo_gap_ev": 10.051,
  "symbols": ["C", "S", "C", "O", "C", "O", "H", "H", "H", "H", "H", "H"],
  "xyz": [[0.203, -2.084, -0.843], [1.049, -1.187, 0.539], [0.009, 0.212, 0.816], [0.185, 1.128, -0.287], [-0.209, 2.321, 0.047], [-0.781, 2.594, 1.079], [-0.817, -2.337, -0.606], [0.241, -1.454, -1.743], [0.703, -3.019, -1.068], [-1.034, -0.005, 1.180], [0.459, 0.695, 1.612], [-0.009, 3.135, -0.726]],
  "forces_ev_per_angstrom": [[0.3, 0.9, -0.1], [-0.2, -1.2, -0.6], [-0.7, -1.3, -0.7], [-0.4, -0.9, -0.4], [-1.1, 2.8, 0.0], [0.4, -0.1, -0.4], [-0.4, 0.1, 0.2], [-0.1, -0.2, 0.3], [0.4, 0.0, 0.2], [0.8, 0.3, -1.2], [0.9, 0.8, 2.0], [0.0, -1.2, 0.6]]
}

No. 3
{
  "formula": "C6H7N",
  "method": "the ωB97M-V functional and the def2-TZVPD basis",
  "energy_ev": -7824.826,
  "lumo_energy_ev": 1.03,
  "e_above_lowest_kj_mol": 79.2,
  "smiles": "C=Cc1ccc[nH]1",
  "homo_lumo_gap_ev": 8.924,
  "symbols": ["C", "C", "C", "C", "C", "C", "N", "H", "H", "H", "H", "H", "H", "H"],
  "xyz": [[2.049, 0.443, 1.597], [0.718, 0.454, 1.539], [-0.059, 0.147, 0.351], [-1.330, 0.524, -0.022], [-1.591, -0.034, -1.291], [-0.483, -0.758, -1.655], [0.420, -0.670, -0.642], [2.697, 0.201, 0.760], [2.563, 0.679, 2.516], [0.209, 0.690, 2.466], [-1.951, 1.212, 0.533], [-2.476, 0.082, -1.905], [-0.315, -1.322, -2.561], [1.384, -0.951, -0.695]],
  "forces_ev_per_angstrom": [[0.1, -0.1, 0.0], [0.6, 0.0, 0.1], [-0.4, -0.3, 0.1], [0.1, 0.4, 0.3], [-0.1, -0.1, -0.5], [-0.5, 0.1, -0.2], [0.5, 0.3, -0.1], [-0.1, 0.1, -0.1], [0.0, 0.0, 0.1], [-0.3, 0.1, -0.2], [0.0, -0.2, 0.0], [0.1, 0.0, 0.2], [0.2, 0.0, 0.2], [-0.1, -0.2, 0.0]]
}

No. 4
{
  "formula": "C21H18N4O2",
  "method": "the ωB97M-V functional and the def2-TZVPD basis",
  "energy_ev": -32125.008,
  "lumo_energy_ev": 0.02,
  "e_above_lowest_kj_mol": 23.0,
  "smiles": "Cc1c(NC(=O)c2ccc3ncccc3c2)c(=O)n(-c2ccccc2)n1C",
  "homo_lumo_gap_ev": 8.021,
  "symbols": ["C", "C", "C", "N", "C", "O", "C", "C", "C", "C", "N", "C", "C", "C", "C", "C", "C", "O", "N", "C", "C", "C", "C", "C", "C", "N", "C", "H", "H", "H", "H", "H", "H", "H", "H", "H", "H", "H", "H", "H", "H", "H", "H", "H", "H"],
  "xyz": [[0.309, -3.031, 1.919], [-0.094, -2.342, 0.669], [-0.190, -1.020, 0.352], [0.093, 0.191, 0.973], [0.681, 0.492, 2.156], [1.047, -0.331, 2.976], [0.832, 1.959, 2.396], [0.827, 2.389, 3.741], [0.974, 3.707, 4.060], [1.152, 4.669, 3.042], [1.294, 5.964, 3.387], [1.471, 6.844, 2.443], [1.524, 6.531, 1.072], [1.381, 5.224, 0.695], [1.185, 4.239, 1.686], [1.022, 2.873, 1.388], [-0.705, -0.913, -1.004], [-0.909, 0.103, -1.651], [-0.895, -2.214, -1.422], [-1.063, -2.620, -2.753], [-1.975, -1.942, -3.555], [-2.140, -2.323, -4.874], [-1.415, -3.383, -5.395], [-0.502, -4.050, -4.596], [-0.314, -3.669, -3.280], [-0.449, -3.095, -0.438], [-1.161, -4.344, -0.284], [0.707, -2.299, 2.617], [1.068, -3.783, 1.711], [-0.549, -3.525, 2.377], [-0.180, 0.956, 0.363], [0.704, 1.638, 4.507], [0.965, 4.049, 5.083], [1.579, 7.871, 2.772], [1.674, 7.314, 0.345], [1.411, 4.931, -0.346], [1.079, 2.573, 0.350], [-2.528, -1.114, -3.144], [-2.844, -1.793, -5.497], [-1.554, -3.682, -6.422], [0.079, -4.866, -5.001], [0.423, -4.166, -2.668], [-2.073, -4.223, 0.309], [-1.430, -4.725, -1.267], [-0.508, -5.063, 0.207]],
  "forces_ev_per_angstrom": [[0.0, 0.0, 0.1], [0.1, 0.5, -0.1], [-0.1, -0.6, 0.0], [-0.1, 0.3, -0.4], [-0.1, 0.0, -0.2], [0.0, 0.0, 0.1], [0.2, 0.3, -0.2], [0.0, 0.1, 0.1], [0.0, -0.2, -0.1], [0.0, -0.4, -0.6], [0.0, 0.3, 0.4], [0.0, 0.1, 0.0], [0.0, -0.3, -0.2], [0.0, 0.2, 0.1], [0.0, 0.3, 0.4], [-0.1, -0.3, 0.2], [-0.1, -0.1, 0.3], [0.1, 0.2, -0.1], [-0.3, 0.1, 0.4], [0.1, -0.2, -0.5], [0.0, 0.0, 0.1], [0.0, 0.0, 0.0], [0.0, 0.0, -0.1], [0.0, 0.0, -0.1], [0.0, 0.1, 0.1], [0.6, 0.0, -0.2], [-0.4, -0.1, 0.1], [-0.1, -0.1, 0.0], [0.0, -0.1, 0.0], [0.0, -0.1, 0.0], [0.0, 0.0, 0.2], [0.0, 0.0, 0.1], [0.0, 0.0, 0.1], [0.0, 0.1, 0.0], [0.0, 0.1, -0.1], [0.0, 0.0, -0.1], [0.0, -0.1, -0.1], [-0.1, 0.1, 0.0], [-0.1, 0.1, 0.0], [0.0, 0.0, -0.1], [0.0, -0.1, 0.0], [0.0, 0.0, 0.1], [0.0, 0.0, 0.0], [0.1, 0.0, 0.1], [0.0, 0.0, 0.0]]
}

No. 5
{
  "formula": "C2H3AgLiO2",
  "method": "the ωB97M-V functional and the def2-TZVPD basis",
  "energy_ev": -10411.054,
  "total_charge": 1,
  "lumo_energy_ev": [-5.24, -5.88],
  "e_above_lowest_kj_mol": 0.0,
  "spin_multiplicity": 3,
  "homo_lumo_gap_ev": [6.937, 7.960],
  "symbols": ["H", "O", "C", "C", "O", "Li", "Ag", "H", "H"],
  "xyz": [[3.454, 0.501, -0.212], [-0.965, 0.889, -0.272], [-1.187, -0.372, -0.186], [-0.094, -1.186, 0.223], [1.024, -0.624, 0.472], [-1.068, 2.636, 0.444], [1.191, 1.202, -0.349], [-2.206, -0.769, -0.249], [-0.149, -2.278, 0.129]],
  "forces_ev_per_angstrom": [[-0.3, 0.2, 0.0], [-1.4, 1.7, 0.0], [0.0, -0.7, 0.9], [0.7, 0.1, -0.8], [-0.8, -2.9, 0.8], [-0.5, -0.7, -0.2], [2.0, 1.8, -1.0], [0.3, 0.2, -0.3], [-0.1, 0.2, 0.5]]
}

No. 6
{
  "formula": "C3H6FN3",
  "method": "the ωB97M-V functional and the def2-TZVPD basis",
  "energy_ev": -10388.461,
  "lumo_energy_ev": [0.57, 0.57],
  "e_above_lowest_kj_mol": 690.1,
  "homo_lumo_gap_ev": [7.532, 7.531],
  "symbols": ["C", "C", "C", "N", "N", "N", "F", "H", "H", "H", "H", "H", "H"],
  "xyz": [[1.175, 1.469, -0.532], [2.059, -0.307, -1.015], [0.956, -1.115, -0.278], [0.011, 1.076, -0.379], [-0.319, -0.366, -0.317], [-1.302, -0.624, 0.593], [3.260, -0.608, -0.450], [1.557, 2.309, -0.953], [0.880, -1.926, -0.917], [1.223, -1.396, 0.771], [-0.759, 1.730, -0.206], [-1.884, 0.113, 0.449], [-0.865, -0.723, 1.521]],
  "forces_ev_per_angstrom": [[3.5, -5.8, -0.4], [-1.8, 2.1, -0.2], [0.3, 2.2, 1.6], [-1.8, 0.2, 1.4], [1.8, 1.0, -2.4], [2.4, -3.1, 1.2], [-0.3, 0.3, 0.5], [0.4, 3.0, -0.4], [-0.6, -2.0, -0.8], [-0.1, 0.0, -0.4], [-0.4, -0.7, -0.7], [-2.8, 2.1, 0.5], [-0.8, 0.6, 0.0]]
}

No. 7
{
  "formula": "C39H43Cl2IrN7O4P",
  "method": "the ωB97M-V functional and the def2-TZVPD basis",
  "energy_ev": -96925.703,
  "total_charge": 1,
  "lumo_energy_ev": [-2.94, -5.46],
  "e_above_lowest_kj_mol": 101.8,
  "spin_multiplicity": 6,
  "homo_lumo_gap_ev": [7.597, 6.073],
  "symbols": ["Ir", "Cl", "C", "C", "C", "N", "C", "O", "C", "C", "C", "C", "C", "N", "C", "C", "C", "Cl", "N", "C", "O", "C", "C", "C", "C", "C", "N", "H", "H", "H", "H", "H", "H", "H", "H", "H", "H", "O", "N", "C", "C", "N", "C", "N", "O", "P", "C", "C", "C", "C", "C", "C", "C", "C", "C", "C", "C", "C", "C", "C", "C", "C", "C", "C", "H", "H", "H", "H", "H", "H", "H", "H", "H", "H", "H", "H", "H", "H", "H", "H", "H", "H", "H", "H", "H", "H", "H", "H", "H", "H", "H", "H", "H", "H", "H", "H", "H"],
  "xyz": [[1.181, 0.239, 0.809], [4.788, -2.547, 6.203], [3.658, -1.659, 5.268], [3.877, -1.487, 3.937], [2.950, -0.742, 3.158], [3.101, -0.444, 1.879], [3.940, -1.179, 1.018], [5.108, -0.991, 0.848], [3.135, -2.257, 0.343], [3.728, -3.429, -0.068], [2.912, -4.454, -0.528], [1.544, -4.258, -0.552], [1.037, -3.033, -0.147], [1.810, -2.047, 0.290], [1.742, -0.242, 3.780], [1.557, -0.409, 5.152], [2.497, -1.094, 5.888], [2.249, -1.286, 7.567], [0.913, 0.414, 2.932], [0.089, 1.457, 3.345], [-0.692, 1.444, 4.261], [0.414, 2.704, 2.549], [0.228, 3.961, 3.082], [0.819, 5.040, 2.432], [1.553, 4.821, 1.279], [1.644, 3.530, 0.777], [1.085, 2.503, 1.408], [4.776, -1.875, 3.479], [4.804, -3.523, -0.015], [3.341, -5.393, -0.854], [0.869, -5.033, -0.891], [-0.020, -2.824, -0.188], [0.667, -0.027, 5.630], [-0.332, 4.071, 4.000], [0.719, 6.039, 2.835], [2.045, 5.633, 0.762], [2.168, 3.303, -0.144], [2.351, 1.032, -0.742], [2.945, 0.144, -1.523], [3.091, 0.596, -2.722], [2.595, 1.894, -3.107], [2.170, 2.931, -3.356], [3.707, -0.274, -3.686], [4.178, -0.966, -4.472], [-0.523, 0.039, -0.510], [-1.896, -0.006, -1.196], [-3.220, -0.817, -0.207], [-3.115, -0.496, 1.300], [-2.204, -1.462, 2.061], [-2.651, -2.907, 1.880], [-2.650, -3.266, 0.400], [-3.535, -2.316, -0.397], [-2.609, 1.640, -1.567], [-1.619, 2.647, -2.193], [-0.742, 3.345, -1.158], [-1.601, 4.043, -0.109], [-2.504, 3.026, 0.581], [-3.400, 2.334, -0.442], [-1.897, -0.865, -2.818], [-1.063, -2.162, -2.836], [0.431, -1.912, -3.067], [0.672, -1.121, -4.346], [-0.065, 0.209, -4.259], [-1.562, -0.035, -4.073], [-4.085, -0.281, -0.614], [-4.121, -0.579, 1.723], [-2.795, 0.534, 1.466], [-2.197, -1.188, 3.116], [-1.173, -1.366, 1.699], [-3.661, -3.025, 2.285], [-2.002, -3.584, 2.438], [-2.986, -4.293, 0.243], [-1.625, -3.210, 0.035], [-4.560, -2.449, -0.035], [-3.553, -2.590, -1.452], [-3.333, 1.346, -2.339], [-2.223, 3.401, -2.708], [-0.991, 2.186, -2.949], [-0.082, 4.050, -1.665], [-0.103, 2.599, -0.677], [-2.222, 4.800, -0.598], [-0.983, 4.567, 0.621], [-3.121, 3.500, 1.346], [-1.875, 2.286, 1.087], [-4.013, 3.101, -0.925], [-4.098, 1.653, 0.044], [-2.959, -1.130, -2.882], [-1.443, -2.775, -3.659], [-1.219, -2.742, -1.927], [0.956, -2.868, -3.103], [0.843, -1.345, -2.225], [0.297, -1.688, -5.205], [1.740, -0.970, -4.510], [0.103, 0.813, -5.152], [0.337, 0.774, -3.409], [-1.916, -0.621, -4.927], [-2.127, 0.895, -4.097]],
  "forces_ev_per_angstrom": [[0.0, 0.0, 0.1], [0.0, 0.0, 0.0], [-0.1, 0.0, 0.1], [0.0, 0.0, -0.1], [0.1, 0.0, 0.0], [0.0, -0.2, -0.3], [-0.1, 0.1, 0.2], [0.1, -0.1, 0.0], [-0.1, 0.1, 0.1], [0.1, 0.0, -0.1], [0.0, 0.0, 0.0], [0.0, 0.0, 0.0], [0.1, 0.1, -0.1], [0.0, -0.2, 0.1], [0.0, 0.0, 0.2], [-0.1, 0.0, -0.1], [0.1, -0.1, 0.0], [0.0, 0.0, 0.0], [-0.2, 0.2, -0.3], [0.1, 0.0, -0.1], [0.0, 0.0, 0.1], [0.1, -0.1, 0.0], [0.0, 0.1, 0.0], [0.0, 0.0, 0.1], [0.0, 0.0, 0.0], [0.0, 0.1, 0.1], [0.1, 0.1, 0.1], [0.0, 0.0, 0.0], [0.0, 0.0, 0.0], [0.0, 0.0, 0.0], [0.0, 0.0, 0.0], [0.1, 0.1, 0.0], [0.0, 0.0, 0.0], [0.0, 0.0, 0.0], [0.0, 0.0, 0.0], [0.0, 0.0, 0.0], [0.0, 0.0, 0.0], [0.0, 0.0, 0.2], [-0.2, 0.5, 0.0], [0.2, -0.3, -0.4], [0.2, -0.1, 0.1], [0.0, 0.0, 0.0], [0.2, 0.3, 0.1], [0.1, 0.0, 0.0], [0.1, -0.2, 0.2], [-0.1, 0.0, -0.1], [0.1, -0.2, 0.1], [0.1, 0.0, 0.0], [0.0, 0.0, -0.1], [0.0, 0.0, 0.0], [0.0, 0.1, 0.0], [0.0, 0.1, 0.0], [0.1, 0.1, 0.1], [0.0, 0.0, 0.0], [-0.2, -0.1, 0.0], [0.0, -0.1, 0.0], [0.0, 0.0, -0.1], [0.0, 0.0, 0.0], [0.2, 0.0, 0.0], [0.0, 0.0, 0.0], [-0.1, 0.1, 0.0], [0.0, 0.0, 0.0], [-0.1, -0.1, 0.1], [0.0, 0.0, 0.0], [0.0, 0.0, 0.0], [0.0, 0.0, 0.0], [0.0, -0.1, 0.0], [0.0, 0.0, 0.0], [0.1, 0.0, 0.0], [0.0, 0.0, 0.0], [0.0, 0.0, 0.0], [0.0, 0.0, 0.0], [-0.2, -0.1, 0.0], [0.0, 0.0, 0.0], [0.0, 0.0, 0.0], [0.0, 0.0, 0.0], [0.0, 0.0, 0.0], [0.0, 0.0, 0.0], [0.0, 0.0, 0.0], [-0.1, 0.1, -0.2], [0.0, 0.0, 0.0], [-0.1, 0.0, -0.1], [0.0, 0.0, 0.0], [0.0, 0.0, 0.0], [0.0, 0.0, 0.0], [0.0, 0.0, 0.0], [0.0, 0.0, 0.0], [0.0, 0.0, 0.0], [0.0, 0.0, 0.0], [0.0, 0.0, 0.0], [0.0, -0.1, 0.0], [0.0, 0.0, 0.0], [-0.3, -0.1, -0.1], [0.0, 0.0, 0.0], [-0.1, 0.0, -0.1], [0.0, 0.0, 0.0], [0.0, 0.0, 0.0]]
}